This record from the Open Molecules 2025 dataset describes a structure of composition C26H37N7O3SeTi in a non-equilibrium geometry. The level of theory is wB97M-V/def2-TZVPD.

```
75
Properties=species:S:1:pos:R:3:lowdin_charge:R:1
Ti 0.76 0.34 -0.10 1.002
C -0.27 0.02 3.99 -0.156
C -1.44 0.71 3.26 -0.189
N -1.22 0.89 1.82 -0.078
C -1.89 2.09 1.32 -0.197
C -1.86 2.19 -0.19 -0.160
N -0.51 2.14 -0.79 -0.109
C 0.06 3.48 -1.10 -0.172
C 0.08 4.46 0.07 -0.161
C 1.08 4.13 1.17 -0.191
N 1.31 2.69 1.33 -0.084
C 1.67 2.34 2.70 -0.198
C 2.27 0.94 2.77 -0.179
N 1.43 -0.11 2.13 -0.125
C 0.62 -0.86 3.12 -0.188
H -0.68 -0.62 4.78 0.119
H 0.34 0.76 4.50 0.094
H -1.59 1.69 3.71 0.116
H -2.36 0.14 3.43 0.122
H -1.61 0.09 1.34 0.088
H -1.38 2.94 1.78 0.103
H -2.94 2.12 1.63 0.131
H -2.38 3.11 -0.49 0.129
H -2.44 1.36 -0.60 0.117
H -0.64 1.72 -1.71 0.093
H -0.52 3.94 -1.90 0.127
H 1.08 3.32 -1.47 0.128
H -0.93 4.54 0.47 0.096
H 0.31 5.45 -0.34 0.121
H 0.72 4.53 2.11 0.120
H 2.03 4.64 0.96 0.127
H 2.10 2.45 0.74 0.062
H 0.76 2.41 3.30 0.102
H 2.40 3.03 3.12 0.131
H 2.46 0.68 3.82 0.126
H 3.23 0.96 2.27 0.113
H 2.09 -0.78 1.74 0.085
H 1.29 -1.41 3.78 0.129
H 0.01 -1.59 2.58 0.100
C -5.04 -2.98 -1.37 -0.051
O -4.44 -2.66 -2.61 -0.039
C -3.27 -2.03 -2.62 -0.264
C -2.71 -1.78 -3.90 0.020
C -1.51 -1.15 -4.00 0.004
C -0.79 -0.72 -2.86 -0.095
C 0.49 -0.11 -2.97 -0.309
C 1.20 0.02 -4.28 0.027
O 1.11 0.32 -1.95 -0.132
C -1.38 -0.94 -1.58 -0.289
O -0.80 -0.50 -0.48 -0.239
C -2.60 -1.61 -1.48 0.065
H -5.96 -3.50 -1.61 0.101
H -5.27 -2.08 -0.79 0.100
H -4.39 -3.63 -0.77 0.100
H -3.27 -2.10 -4.77 0.130
H -1.10 -0.96 -4.98 0.122
H 1.26 -0.94 -4.78 0.103
H 2.20 0.40 -4.09 0.087
H 0.68 0.72 -4.94 0.105
H -3.02 -1.77 -0.50 0.117
Se 5.06 0.69 -1.85 0.678
C 3.68 0.73 -0.82 -0.945
N 2.74 0.75 -0.11 -0.086
N 3.00 -7.00 0.30 0.199
C 2.66 -5.92 0.16 -0.156
C 2.24 -4.56 0.00 -0.195
C 0.98 -4.16 0.47 0.026
C 0.62 -2.84 0.33 -0.103
N 1.41 -1.90 -0.21 0.017
C 2.59 -2.31 -0.70 -0.072
C 3.04 -3.61 -0.62 0.035
H 0.32 -4.88 0.93 0.131
H -0.36 -2.51 0.64 0.109
H 3.20 -1.55 -1.18 0.071
H 4.00 -3.89 -1.04 0.135
```

Properties
Strongest force on any atom in eV/A: 4.412
Multiplicity: 2
ΔE to the lowest compared entry with this formula, charge and spin in kcal per mole: 25.1
Kohn-Sham gap (spin up / spin down) in eV: 6.900 / 7.421
Expectation value of S²: 0.7551
Net charge: +1
E in eV: -132594.5020
HOMO (spin up / spin down) in eV: -10.12 / -10.67